{
  "formula": "C24H72O12S12",
  "method": "the ωB97M-V functional and the def2-TZVPD basis",
  "de_lowest_ev": 1.437,
  "homo_energy_ev": -8.11,
  "orbital_gap_ev": 8.35,
  "elements": ["C", "S", "O", "C", "H", "H", "H", "H", "H", "H", "C", "S", "O", "C", "H", "H", "H", "H", "H", "H", "C", "S", "O", "C", "H", "H", "H", "H", "H", "H", "C", "S", "O", "C", "H", "H", "H", "H", "H", "H", "C", "S", "O", "C", "H", "H", "H", "H", "H", "H", "C", "S", "O", "C", "H", "H", "H", "H", "H", "H", "C", "S", "O", "C", "H", "H", "H", "H", "H", "H", "C", "S", "O", "C", "H", "H", "H", "H", "H", "H", "C", "S", "O", "C", "H", "H", "H", "H", "H", "H", "C", "S", "O", "C", "H", "H", "H", "H", "H", "H", "C", "S", "O", "C", "H", "H", "H", "H", "H", "H", "C", "S", "O", "C", "H", "H", "H", "H", "H", "H"],
  "coordinates": [[2.50, -1.72, -3.10], [1.58, -3.27, -2.75], [0.18, -3.03, -2.35], [1.73, -3.96, -4.47], [2.07, -1.17, -3.94], [3.52, -1.95, -3.39], [2.43, -1.13, -2.14], [1.26, -4.91, -4.34], [2.74, -4.09, -4.70], [1.18, -3.25, -5.09], [-4.47, 2.27, 0.42], [-3.83, 2.27, -1.25], [-2.88, 1.11, -1.45], [-5.30, 2.04, -2.33], [-3.59, 2.10, 1.02], [-5.22, 1.52, 0.62], [-4.84, 3.26, 0.76], [-6.00, 2.83, -2.23], [-5.80, 1.10, -2.00], [-4.91, 2.02, -3.35], [-3.70, -2.31, -4.93], [-4.47, -1.03, -3.87], [-3.90, 0.26, -4.37], [-3.67, -1.60, -2.35], [-2.61, -2.27, -4.91], [-4.06, -2.14, -5.90], [-4.11, -3.29, -4.58], [-3.85, -2.68, -2.30], [-4.12, -1.07, -1.43], [-2.62, -1.32, -2.22], [1.08, -5.63, 0.06], [-0.58, -5.07, -0.23], [-1.38, -5.96, 0.66], [-0.38, -3.53, 0.62], [1.79, -4.85, -0.21], [1.25, -6.50, -0.60], [1.39, -5.87, 1.09], [-1.25, -2.87, 0.53], [0.49, -3.14, 0.15], [-0.05, -3.84, 1.62], [-0.93, -0.18, -3.84], [-0.33, 1.07, -4.99], [0.98, 0.54, -5.39], [-1.56, 0.78, -6.36], [-0.85, -1.13, -4.34], [-1.98, 0.12, -3.58], [-0.29, -0.17, -2.96], [-1.09, 1.18, -7.25], [-2.57, 1.17, -6.15], [-1.59, -0.29, -6.44], [4.44, 2.35, -2.50], [4.22, 1.74, -0.81], [5.32, 0.71, -0.71], [4.86, 3.08, 0.14], [5.48, 2.58, -2.79], [3.77, 3.22, -2.55], [4.20, 1.46, -3.13], [4.27, 3.95, -0.15], [5.90, 3.35, -0.11], [4.80, 2.77, 1.18], [0.01, 6.61, -1.47], [1.02, 5.86, -2.61], [1.99, 4.98, -1.83], [-0.23, 4.76, -3.32], [-0.18, 5.82, -0.65], [-0.95, 6.93, -1.80], [0.66, 7.36, -0.92], [-1.05, 5.37, -3.59], [-0.56, 4.05, -2.57], [0.14, 4.25, -4.20], [3.49, -3.31, 2.44], [3.55, -2.55, 0.77], [2.65, -1.32, 0.88], [5.30, -1.96, 0.74], [2.49, -3.75, 2.60], [3.63, -2.50, 3.18], [4.17, -4.17, 2.52], [5.45, -1.56, 1.72], [5.30, -1.03, 0.09], [6.04, -2.72, 0.53], [-2.04, 4.96, 4.79], [-0.37, 5.50, 5.07], [0.25, 4.42, 5.90], [0.20, 5.12, 3.37], [-2.68, 5.59, 4.20], [-2.48, 4.93, 5.74], [-1.88, 3.97, 4.48], [0.00, 4.06, 3.32], [1.27, 5.35, 3.29], [-0.45, 5.71, 2.70], [-0.65, 1.63, 5.47], [-0.59, -0.20, 5.43], [-1.92, -0.62, 4.85], [0.80, -0.43, 4.35], [0.39, 1.95, 5.44], [-1.20, 1.80, 6.38], [-1.16, 2.01, 4.57], [1.62, 0.09, 4.86], [0.66, 0.07, 3.40], [1.08, -1.43, 4.32], [0.18, -6.40, 4.92], [-0.39, -4.77, 5.53], [0.81, -3.90, 5.22], [-1.78, -4.33, 4.35], [-0.62, -7.15, 4.95], [0.84, -6.72, 5.70], [0.77, -6.37, 3.97], [-2.11, -5.33, 4.12], [-1.37, -3.82, 3.46], [-2.47, -3.74, 4.89], [0.65, 2.09, 0.45], [-0.30, 1.62, 1.85], [-1.58, 2.43, 1.87], [-0.81, -0.06, 1.53], [0.52, 3.11, 0.10], [0.38, 1.43, -0.38], [1.74, 1.80, 0.59], [-0.02, -0.84, 1.49], [-1.35, -0.01, 0.59], [-1.52, -0.32, 2.36]],
  "mulliken_charge": [-0.873, 0.606, -0.491, -1.314, 0.348, 0.559, 0.021, 0.424, 0.460, 0.295, -0.485, 0.427, -0.423, -0.888, -0.121, 0.342, 0.345, 0.487, 0.215, 0.202, -0.842, 0.355, -0.485, -0.568, 0.041, 0.397, 0.430, 0.515, 0.215, -0.018, -0.437, 0.579, -0.716, -0.097, -0.012, 0.360, 0.123, 0.526, -0.060, -0.289, 0.554, 0.681, -0.745, -0.926, -0.130, -0.502, 0.034, 0.430, 0.222, 0.257, -0.855, 1.071, -0.941, -1.076, 0.343, 0.205, 0.233, 0.283, 0.375, 0.327, -0.646, 0.317, -0.499, -0.746, 0.004, 0.402, 0.314, 0.466, 0.087, 0.283, -0.829, 0.595, -0.582, -0.759, 0.018, 0.338, 0.436, 0.328, 0.151, 0.397, -0.576, 0.353, -0.570, -0.251, 0.387, 0.385, -0.073, -0.336, 0.410, 0.290, -0.593, 0.413, -0.620, -0.423, 0.373, 0.489, -0.205, 0.469, -0.198, 0.255, -0.852, 0.413, -0.557, -0.549, 0.396, 0.366, 0.123, 0.404, -0.098, 0.379, -0.466, 0.668, -0.595, -1.073, 0.337, -0.150, 0.147, 0.319, 0.227, 0.512]
}

{
  "formula": "C3H6N3P",
  "method": "the ωB97M-V functional and the def2-TZVPD basis",
  "de_lowest_ev": 3.385,
  "homo_energy_ev": -8.06,
  "orbital_gap_ev": 8.49,
  "elements": ["C", "C", "C", "N", "N", "N", "P", "H", "H", "H", "H", "H", "H"],
  "coordinates": [[-1.11, 1.63, 0.54], [2.80, -0.05, 0.30], [-0.39, -0.93, 0.04], [-1.07, 1.90, -0.68], [2.57, 0.53, -0.67], [0.01, -2.23, 0.02], [-0.35, 0.18, 1.31], [-1.69, 2.20, 1.24], [0.84, -2.50, 0.57], [-1.04, -0.58, -0.90], [-1.51, 2.71, -1.15], [1.90, 0.80, -1.37], [0.02, -2.69, -0.85]],
  "mulliken_charge": [-0.113, -0.142, -0.094, -0.537, -0.200, -0.457, -0.174, 0.416, 0.267, 0.256, 0.204, 0.328, 0.247]
}

> Which formula does entry 2 have?

C3H6N3P

> Which formula does entry 2 have?

C3H6N3P